This record from OMol25 describes a gas-phase ion, C9H15N2O (charge +1) at a distorted geometry. The level of theory is the ωB97M-V functional and the def2-TZVPD basis.

Values from the calculation:
HOMO level: -11.80 eV
SMILES: O\C=N/C=C\C=C\[NH+]1CCCC1
Gap between HOMO and LUMO: 8.3404 eV
Multiplicity: 1
Net charge: +1
LUMO: -3.455 eV

Each line ends with the natural charge from an NBO analysis.
Positions of all 27 atoms, in Å:
C 2.25756 0.99980 -2.07106  -0.33
C 1.35422 0.01538 -1.34449  -0.16
C 2.59096 2.15808 -1.46421  0.03
C -1.54244 -2.39615 0.93623  -0.42
C -2.42858 -1.21336 1.34108  -0.42
C -0.39832 -1.85492 0.06206  -0.21
C -2.01228 -0.06203 0.38259  -0.23
C 0.20920 0.45628 -0.74310  -0.12
C 1.10156 2.43905 0.40303  0.45
N 1.80997 2.78025 -0.60898  -0.45
N -0.54466 -0.36694 0.23482  -0.41
O 1.19497 1.50493 1.38543  -0.72
H 2.79759 0.51015 -2.90470  0.24
H 1.80440 -1.00952 -1.13613  0.23
H 3.32484 2.81413 -1.85528  0.23
H -1.08548 -2.88109 1.69831  0.23
H -2.01051 -3.14486 0.39021  0.23
H -3.39837 -1.51739 1.35548  0.25
H -2.21799 -1.02263 2.40098  0.23
H 0.57833 -2.10189 0.42387  0.22
H -0.38542 -2.09648 -1.05096  0.24
H -2.58729 -0.13737 -0.61043  0.24
H -2.18776 0.95165 0.70264  0.24
H -0.47890 1.18804 -1.09231  0.23
H 0.34387 3.09597 0.66641  0.18
H -0.05087 0.04394 1.06739  0.47
H 1.96140 0.84699 1.43111  0.52

This record from OMol25 describes a molecular structure, C4H16KN8O4 at a distorted geometry. The level of theory is the ωB97M-V functional and the def2-TZVPD basis.

Values from the calculation:
HOMO level: -12.52 eV
Gap between HOMO and LUMO: 10.1378 eV
Multiplicity: 1
Net charge: +1
LUMO: -2.379 eV

Each line ends with the natural charge from an NBO analysis.
Positions of all 33 atoms, in Å:
K 1.84537 -0.09573 -0.13555  0.97
C -0.47492 -0.84436 2.69949  0.80
O 0.49970 -0.24360 2.26640  -0.72
N -1.06957 -1.89392 2.06632  -0.84
N -1.00612 -0.62600 3.96117  -0.84
H -0.78745 -2.15325 1.13820  0.41
H -1.50063 -2.58944 2.64918  0.40
H -1.97718 -0.87305 4.03311  0.40
H -0.55932 0.10728 4.47987  0.41
C 2.15518 2.96711 1.64757  0.77
O 2.93312 2.07139 1.31986  -0.72
N 1.03805 2.74500 2.36963  -0.85
N 2.38522 4.26681 1.31794  -0.83
H 0.73975 1.80403 2.58407  0.43
H 0.57408 3.46653 2.89341  0.39
H 1.66926 4.94162 1.51320  0.39
H 3.18309 4.49286 0.75604  0.42
C -1.37439 0.76378 -1.69199  0.78
O -0.69266 0.05419 -0.95957  -0.73
N -2.72711 0.74281 -1.66559  -0.83
N -0.86652 1.66398 -2.58052  -0.83
H -3.34808 1.27830 -2.24780  0.40
H -3.18997 -0.01782 -1.19865  0.41
H -1.50110 2.26508 -3.07697  0.40
H 0.10949 1.88459 -2.62531  0.41
C 0.75807 -3.01998 -2.30978  0.79
O 1.37820 -2.39293 -1.46354  -0.73
N -0.56863 -2.80222 -2.56285  -0.84
N 1.34822 -3.94740 -3.11506  -0.82
H -0.94102 -1.97343 -2.12852  0.41
H -1.01424 -3.18944 -3.37361  0.39
H 2.23082 -4.34988 -2.85679  0.41
H 0.75129 -4.50290 -3.70334  0.39

This record from OMol25 describes a molecular structure, C28H78Li2N8O15 at a distorted geometry. The level of theory is the ωB97M-V functional and the def2-TZVPD basis.

Values from the calculation:
HOMO level: -8.20 eV
Gap between HOMO and LUMO: 7.7876 eV
Multiplicity: 1
Net charge: 0
LUMO: -0.409 eV

Each line ends with the Mulliken charge.
Positions of all 131 atoms, in Å:
Li -3.53178 -0.75632 20.18246  0.86
Li -2.42262 -0.38575 23.73155  0.77
O -3.13920 1.48538 24.05691  -0.84
C -3.35801 1.93415 22.78340  0.55
C -2.57338 1.26401 21.64982  0.92
O -2.42914 -0.13921 21.71374  -1.08
H -3.10177 3.01333 22.63872  -0.23
H -4.43262 1.93671 22.49178  -0.01
H -1.60114 1.75935 21.48871  -0.44
H -3.11206 1.52461 20.70752  -0.53
C -5.56167 4.21805 26.56879  0.73
O -5.33297 3.15749 27.13592  -0.77
N -5.80112 4.24089 25.21812  -0.24
N -5.42621 5.42494 27.20096  -0.45
H -5.75478 3.35426 24.74249  0.03
H -5.64432 5.09997 24.72226  0.18
H -5.60029 6.24716 26.65611  0.16
H -5.17225 5.40915 28.16832  0.23
C 0.85960 -1.43615 20.37206  0.38
O 1.91088 -1.71078 19.82709  -0.71
N 0.21051 -2.28624 21.24315  -0.25
N 0.14963 -0.29493 20.09016  -0.03
H -0.70285 -2.04740 21.58700  0.12
H 0.63166 -3.19064 21.33485  0.22
H -0.69667 -0.04294 20.59214  -0.02
H 0.51535 0.42342 19.49489  0.24
C -7.86388 3.46077 22.35955  -0.31
O -8.93782 4.24743 22.73448  -0.33
C -9.52517 3.83979 23.95068  -0.42
C -10.77468 4.64897 24.17957  -0.69
N -11.82652 4.27961 23.24516  -0.35
C -12.97726 5.16331 23.32686  -0.72
C -13.82677 5.13711 22.08367  -0.57
O -13.04422 5.50284 20.97049  -0.29
C -13.77872 5.45443 19.76821  -0.71
H -7.50945 3.69044 21.35967  0.26
H -8.05567 2.37544 22.32760  0.36
H -7.04134 3.59734 23.06647  -0.12
H -8.86433 3.99223 24.81828  0.29
H -9.72711 2.76130 23.92636  0.39
H -10.53885 5.72212 24.15338  0.36
H -11.11020 4.39246 25.19138  0.33
H -11.44528 4.31148 22.30434  0.29
H -12.74038 6.20062 23.60930  0.37
H -13.60094 4.77929 24.14656  0.29
H -14.67106 5.82907 22.22055  0.43
H -14.25815 4.13911 21.91717  0.36
H -13.10830 5.61717 18.93092  0.23
H -14.57603 6.21179 19.77186  0.28
H -14.29231 4.48814 19.66172  0.31
C -5.04623 3.54006 17.50995  -0.78
O -5.09466 2.16208 17.26542  -0.44
C -4.21040 1.45385 18.11950  -0.13
C -4.00015 0.09245 17.50164  -0.90
N -2.97240 -0.69024 18.25704  -0.09
C -3.11080 -2.12861 17.94099  -0.74
C -2.34795 -2.95731 18.95290  -0.28
O -2.90224 -2.77893 20.23569  -0.08
C -2.78780 -3.88419 21.12039  -1.05
H -5.15836 3.82815 18.55610  0.25
H -5.87213 4.05571 17.01462  0.38
H -4.13804 3.97274 17.07292  0.33
H -4.71895 1.38043 19.09080  0.29
H -3.26468 2.00382 18.19207  0.37
H -3.66940 0.13783 16.46225  0.28
H -4.95613 -0.43323 17.53487  0.26
H -2.07313 -0.39988 17.88895  0.18
H -2.69912 -2.41104 16.96462  0.36
H -4.16475 -2.41010 17.95739  0.37
H -1.29354 -2.64361 18.92766  0.14
H -2.29447 -4.00578 18.63485  0.52
H -3.42621 -4.69916 20.78685  0.32
H -3.12837 -3.49666 22.08021  0.24
H -1.73876 -4.14886 21.24919  0.41
C 0.10717 3.96142 22.05324  -0.24
O 1.47553 3.60676 22.02721  -0.42
C 1.65208 2.31054 21.53470  -0.17
C 3.05996 1.77703 21.66126  -0.82
N 3.89416 2.23941 20.55951  -0.28
C 5.25236 1.67448 20.63930  -0.64
C 6.11169 2.35426 19.59588  -0.52
O 5.99743 3.75075 19.66362  -0.30
C 7.02091 4.42521 18.96289  -0.75
H -0.33527 3.95543 21.04601  0.19
H 0.00775 4.97681 22.43018  0.15
H -0.41920 3.27190 22.72149  0.21
H 1.32845 2.23594 20.48460  0.12
H 0.99954 1.59521 22.07228  0.27
H 2.98292 0.69081 21.58395  0.39
H 3.49629 2.06378 22.62832  0.40
H 4.03882 3.24393 20.54567  0.27
H 5.17117 0.61833 20.37282  0.30
H 5.70335 1.77213 21.63797  0.32
H 5.78814 1.97342 18.61295  0.30
H 7.15778 2.02344 19.67505  0.42
H 6.83492 4.37425 17.88420  0.29
H 8.01879 4.03805 19.19543  0.31
H 7.00240 5.46597 19.28482  0.25
C -3.00300 6.01567 20.06862  -0.39
O -1.70555 6.27974 19.58486  -0.21
C -1.64342 7.38502 18.69723  -0.76
C -0.91956 8.55050 19.37993  -0.50
N -1.61466 8.98759 20.57545  -0.29
C -0.86040 9.99762 21.32375  -0.82
C 0.20655 9.40335 22.22076  -0.41
O -0.46590 8.80929 23.32030  -0.33
C 0.38828 8.33411 24.32362  -0.64
H -3.63351 5.63715 19.24936  0.07
H -3.49436 6.92659 20.42667  0.44
H -2.96541 5.24924 20.84009  -0.04
H -2.63531 7.69784 18.35656  0.43
H -1.02519 7.13937 17.82826  0.35
H -0.90717 9.34183 18.62232  0.34
H 0.10286 8.18784 19.56432  0.26
H -1.72813 8.18000 21.18159  0.23
H -1.57817 10.55664 21.92682  0.32
H -0.41687 10.70959 20.62421  0.41
H 0.93645 10.15417 22.55703  0.49
H 0.80333 8.65426 21.67648  0.28
H 0.70827 7.30541 24.11966  0.18
H -0.16944 8.28225 25.26131  0.25
H 1.25529 8.97568 24.50653  0.32
O -2.72537 1.66437 26.95551  -0.65
H -3.29150 2.38546 27.25063  0.37
H -2.96578 1.54958 26.02313  0.26
O -1.83996 4.09510 24.89733  -0.61
H -2.07072 3.18984 24.62388  0.24
H -2.66255 4.58079 24.80563  0.29
O -5.50670 0.74090 25.69711  -0.73
H -4.87012 0.86571 24.96833  0.32
H -5.32121 1.48886 26.30017  0.38

This record from OMol25 describes 2 unconnected molecules or ions with the total composition C5H11P at a distorted geometry. The level of theory is the ωB97M-V functional and the def2-TZVPD basis.

Values from the calculation:
HOMO level (alpha / beta): -7.60 / -7.48 eV
Gap between HOMO and LUMO (alpha / beta): 7.4925 / 7.7273 eV
Multiplicity: 1
Net charge: 0
LUMO (alpha / beta): -0.105 / 0.252 eV

Each line ends with the natural charge from an NBO analysis.
Positions of all 17 atoms, in Å:
C 2.71444 -0.15796 0.54409  -0.52
C -2.01587 0.86466 -1.06998  -0.86
C 1.97773 0.89787 0.73298  -0.21
C -0.24329 -1.14941 -1.39240  -0.92
C -1.07592 -0.02432 1.33956  -0.96
P -0.51219 0.37959 -0.34648  1.09
H 3.63605 -0.04854 0.97017  0.20
H 2.25646 -1.00991 0.08828  0.20
H -2.00848 1.15482 -2.06478  0.19
H -2.57625 1.55506 -0.55130  0.19
H 2.21109 1.76041 1.26994  0.16
H -0.10668 -1.02558 -2.43186  0.24
H 0.48760 -1.85494 -0.96612  0.23
H -1.25341 -1.53686 -1.17619  0.24
H -1.46020 0.96974 1.59295  0.24
H -1.89281 -0.64050 1.60617  0.24
H -0.13828 -0.13414 1.85497  0.24

This record from OMol25 describes a gas-phase ion, C3H8N2O (charge -1) at a distorted geometry. The level of theory is the ωB97M-V functional and the def2-TZVPD basis.

Values from the calculation:
HOMO level (alpha / beta): 1.06 / -4.26 eV
Gap between HOMO and LUMO (alpha / beta): 3.3016 / 8.4643 eV
<S²>: 0.756
Multiplicity: 2
Net charge: -1
LUMO (alpha / beta): 4.362 / 4.205 eV

Each line ends with the Löwdin spin population.
Positions of all 14 atoms, in Å:
C -2.17401 -0.04996 -0.11506  0.27
N -1.18632 -0.54372 0.76297  0.07
C 0.14481 -0.73033 0.24646  0.14
C 0.98651 0.55732 0.29481  0.04
N 2.10962 0.44697 -0.72887  0.01
O -3.37468 -0.40102 -0.18965  0.21
H -1.72978 0.70435 -0.79866  0.04
H -1.27536 -0.51153 1.78160  0.09
H 0.58930 -1.57419 0.83477  0.06
H -0.01418 -0.96848 -0.81485  0.03
H 1.54498 0.68140 1.22680  0.02
H 0.38602 1.45016 0.12707  0.00
H 2.04407 1.28038 -1.30075  0.00
H 1.94904 -0.34135 -1.32664  0.01

This record from OMol25 describes 2 unconnected molecules or ions with the total composition C6H15N2 at a distorted geometry. The level of theory is the ωB97M-V functional and the def2-TZVPD basis.

Values from the calculation:
HOMO level (alpha / beta): -10.81 / -11.38 eV
Gap between HOMO and LUMO (alpha / beta): 6.9039 / 8.2471 eV
Multiplicity: 1
Net charge: +1
LUMO (alpha / beta): -3.909 / -3.131 eV

Each line ends with the natural charge from an NBO analysis.
Positions of all 23 atoms, in Å:
C 2.43983 0.52080 -0.90968  -0.56
C 1.91550 -0.26036 -0.06764  0.17
C 1.81886 -1.17961 1.03683  -0.75
C -1.41596 -1.17312 -1.21659  -0.69
C -0.53560 2.14674 0.34084  -0.42
C -0.90910 -0.37079 -0.14424  0.27
N -0.92564 -0.94849 1.05622  -0.81
N -1.38833 1.02561 -0.24978  -0.55
H 1.89368 0.79054 -1.81542  0.23
H 3.58325 0.52719 -1.18257  0.24
H 2.83295 -1.66569 1.09160  0.27
H 1.71162 -0.61348 1.96589  0.24
H 0.85660 -1.72693 0.82952  0.27
H -0.58512 -1.24158 -2.00782  0.26
H -2.32826 -0.73060 -1.60592  0.21
H -1.75895 -2.12372 -0.90470  0.24
H -0.78870 1.92584 1.41262  0.20
H 0.56613 1.90333 0.16634  0.27
H -0.81342 3.14079 0.14870  0.25
H -0.76781 -0.35375 1.82810  0.40
H -1.40908 -1.86342 1.22809  0.42
H -1.63938 1.13981 -1.23357  0.44
H -2.35309 1.13089 0.23318  0.41

Listing calculated total energy for the structures above in their given order: -14593.739, -40844.909, -73343.398, -14646.457, -8266.329, -9433.249 eV.
Listing relative energy (zero: lowest compared OMol25 entry of this formula, charge and spin) for the structures above in their given order: 407.6, 0.0, 0.0, 469.4, 130.2, 648.6 kJ/mol.